Version w
ORCA calculation (the ωB97M-V functional and the def2-TZVPD basis) on 2 unconnected molecules or ions with the total composition C5H11N2.

```
! wB97M-V def2-TZVPD RIJCOSX def2/J DEFGRID3
* xyz 1 1
C 2.45 -0.79 1.27
C -1.60 1.17 0.99
C 2.66 0.33 0.83
C -0.19 0.00 -2.22
C -0.37 -0.93 0.46
N -0.81 0.77 -1.12
N -0.92 0.28 0.01
H 2.37 -1.87 1.55
H -1.52 0.72 2.01
H -2.58 1.20 0.51
H -1.23 2.20 1.19
H 2.56 1.42 0.67
H -0.35 0.67 -3.14
H 0.88 -0.23 -2.05
H -0.51 -1.01 -2.31
H -0.94 -1.29 1.34
H 0.80 -1.03 0.43
H -0.71 -1.63 -0.39
*
```

Summary:
LUMO level (eV): -5.3
Frontier orbital gap (eV): 9.10
E_HOMO (eV): -14.4

---

Version x
ORCA calculation (the ωB97M-V functional and the def2-TZVPD basis) on a gas-phase ion, C5H11N2 (charge +1).

```
! wB97M-V def2-TZVPD RIJCOSX def2/J DEFGRID3
* xyz 1 1
C -0.96 0.35 -0.19
C -0.31 1.60 0.31
C -2.26 -0.35 0.64
C 0.59 0.62 -0.38
C 1.99 -1.32 0.12
N -3.34 -0.27 -0.07
N 1.56 -0.06 0.50
H 1.05 0.79 -1.42
H -1.44 0.61 -1.19
H -0.58 2.58 -0.10
H -0.12 1.68 1.36
H 2.52 -1.36 -0.86
H 2.86 -1.62 0.77
H 1.33 -2.21 0.40
H -4.25 -0.56 0.25
H -3.40 0.29 -1.02
H 2.32 0.59 0.35
H 1.19 -0.25 1.47
*
```

Summary:
LUMO level (eV): -3.3
Frontier orbital gap (eV): 8.61
E_HOMO (eV): -11.9

---

Which one is most stable, and which one is least stable? version x is the most stable of them, while version w is the least stable.

---

Version w
ORCA calculation (the ωB97M-V functional and the def2-TZVPD basis) on a gas-phase ion, C5H11N2 (charge +1).

```
! wB97M-V def2-TZVPD RIJCOSX def2/J DEFGRID3
* xyz 1 1
C -0.51 0.89 -0.55
C 2.03 0.03 -0.38
C 3.24 0.21 0.40
C -2.82 0.65 -0.43
C -1.48 -1.25 0.28
N 0.86 0.56 -0.12
N -1.47 0.13 -0.27
H 2.09 -0.63 -1.29
H 3.13 -0.11 1.57
H 3.62 1.21 0.17
H 4.05 -0.50 0.06
H -2.67 1.74 -0.70
H -3.34 0.11 -1.16
H -3.32 0.53 0.46
H -2.20 -1.28 1.16
H -1.63 -2.06 -0.44
H -0.45 -1.52 0.64
H 0.88 1.27 0.60
*
```

Summary:
LUMO level (spin up / spin down) (eV): -4.4 / -4.4
Frontier orbital gap (spin up / spin down) (eV): 8.87 / 8.87
E_HOMO (spin up / spin down) (eV): -13.3 / -13.3

---

Version x
ORCA calculation (the ωB97M-V functional and the def2-TZVPD basis) on a gas-phase ion, C5H11N2 (charge +1).

```
! wB97M-V def2-TZVPD RIJCOSX def2/J DEFGRID3
* xyz 1 1
C -1.37 -1.31 0.69
C -1.30 -0.15 -0.08
C -2.07 1.14 0.03
C -0.12 -0.13 -1.14
N 1.06 0.27 -0.42
C 2.02 -0.55 -0.07
N 2.99 -0.15 0.73
H -0.81 -2.16 0.51
H -1.94 -1.26 1.58
H -2.82 1.37 -0.73
H -2.52 1.22 1.11
H -1.28 2.04 -0.03
H 0.05 -1.27 -1.48
H -0.32 0.42 -2.06
H 0.81 1.04 0.18
H 2.10 -1.51 -0.73
H 3.86 -0.64 0.91
H 2.87 0.40 1.49
*
```

Summary:
LUMO level (eV): -4.0
Frontier orbital gap (eV): 9.26
E_HOMO (eV): -13.3
SMILES: C=C(C)C/[NH+]=C/N

---

Version y
ORCA calculation (the ωB97M-V functional and the def2-TZVPD basis) on a gas-phase ion, C5H11N2 (charge +1).

```
! wB97M-V def2-TZVPD RIJCOSX def2/J DEFGRID3
* xyz 1 1
C -2.83 -0.03 0.21
N -1.65 0.00 -0.64
C -0.46 0.01 -0.22
N 0.15 -0.10 1.32
C 0.96 -0.03 0.08
C 1.78 1.21 -0.21
C 1.67 -1.33 -0.23
H -3.57 -0.68 -0.25
H -2.56 -0.41 1.19
H -3.25 0.97 0.30
H -1.82 0.03 -1.64
H 0.03 0.78 1.82
H 1.20 2.12 -0.07
H 2.15 1.18 -1.23
H 2.63 1.24 0.47
H 1.08 -2.18 0.09
H 2.62 -1.36 0.31
H 1.88 -1.41 -1.30
*
```

Summary:
LUMO level (eV): -4.2
Frontier orbital gap (eV): 10.82
E_HOMO (eV): -15.0
SMILES: C/[NH+]=C1\NC1(C)C

---

Which one is most stable, and which one is least stable? version x is the most stable of them, while version w is the least stable.